The following is a quantum chemistry calculation of a cluster of 2 separate species, C4H12N2 in total, from the OMol25 dataset.

Summary:
orbital gap: 10.55 eV
largest force on an atom: 0.744 eV Å⁻¹
multiplicity: 1
HOMO: -9.667 eV
structure (SMILES): C/N=C\N.CC
E_tot: -7321.9534 eV

```
18
C4H12N2 (wB97M-V/def2-TZVPD)
C 2.715 -1.236 1.608
H -2.001 0.339 1.325
H 3.172 0.597 0.532
C -0.739 1.180 -1.656
H 2.703 -0.711 2.567
H 1.954 -2.012 1.623
H -0.306 0.209 -1.913
H -3.209 -0.989 -0.263
H -1.631 1.263 -2.273
C 2.516 -0.266 0.456
N -1.085 1.241 -0.234
H -0.036 1.978 -1.864
N -2.221 -0.849 -0.464
H 1.494 0.118 0.438
H -1.763 -1.678 -0.092
H 3.678 -1.749 1.536
H 2.685 -0.740 -0.511
C -1.747 0.307 0.267
```